C35H53BN5P2Pt | the ωB97M-V functional and the def2-TZVPD basis

The calculation puts the energy above the lowest of the compared OMol25 structures with the same formula, charge and spin at 119.5 kJ/mol. The electronic energy comes out at -67105.0041 eV. The calculation puts the HOMO-LUMO gap at 6.87 eV. The LUMO energy is -3.0974 eV. The HOMO energy comes out at -9.96 eV. As for the net charge: +1.

Cartesian coordinates (Å):
Pt -0.598 0.240 0.622
C -1.210 1.400 -2.944
C -1.373 2.742 -2.205
C -0.923 3.893 -3.102
C -2.845 2.921 -1.817
P -0.371 2.553 -0.621
C 1.345 2.174 -1.280
N 2.037 1.482 -0.227
B 1.363 0.643 0.716
N 2.283 0.431 1.783
C 1.943 -0.096 3.074
P 0.085 -0.329 3.158
C -0.104 -2.192 3.403
C 0.729 -2.868 2.311
C -1.578 -2.544 3.159
C 0.353 -2.709 4.767
C -0.335 0.605 4.751
C -0.285 2.088 4.363
C -1.775 0.254 5.141
C 0.596 0.378 5.942
C 3.483 1.066 1.473
C 4.683 1.137 2.161
C 5.717 1.879 1.604
C 5.562 2.528 0.383
C 4.370 2.448 -0.325
C 3.328 1.718 0.226
C -0.068 4.181 0.291
C 0.796 3.801 1.505
C -1.423 4.705 0.783
C 0.652 5.278 -0.491
H -2.098 1.193 -3.545
H -1.074 0.569 -2.244
H -0.357 1.423 -3.621
H -1.404 3.801 -4.079
H 0.156 3.890 -3.262
H -1.218 4.854 -2.684
H -3.466 2.925 -2.715
H -3.012 3.864 -1.298
H -3.182 2.109 -1.169
H 1.873 3.085 -1.557
H 1.244 1.550 -2.170
H 2.248 0.620 3.841
H 2.451 -1.040 3.291
H 0.536 -2.407 1.342
H 0.459 -3.924 2.252
H 1.800 -2.815 2.508
H -1.909 -2.144 2.197
H -2.228 -2.158 3.943
H -1.696 -3.630 3.135
H 1.352 -2.349 5.018
H 0.389 -3.800 4.737
H -0.335 -2.431 5.565
H -0.954 2.299 3.525
H 0.725 2.401 4.090
H -0.603 2.695 5.213
H -2.441 0.332 4.278
H -2.132 0.946 5.906
H -1.847 -0.754 5.546
H 1.640 0.585 5.706
H 0.525 -0.629 6.344
H 0.303 1.072 6.733
H 4.817 0.620 3.104
H 6.665 1.943 2.121
H 6.388 3.096 -0.024
H 4.267 2.931 -1.289
H 0.432 2.888 1.977
H 0.770 4.607 2.242
H 1.838 3.648 1.221
H -2.029 3.904 1.216
H -1.986 5.168 -0.029
H -1.269 5.467 1.549
H 1.620 4.954 -0.871
H 0.838 6.109 0.193
H 0.058 5.658 -1.319
N -8.130 -0.533 -0.142
C -6.999 -0.431 0.021
C -5.584 -0.298 0.179
C -4.732 -0.653 -0.867
C -3.371 -0.503 -0.695
N -2.824 -0.040 0.433
C -3.645 0.304 1.430
C -5.019 0.195 1.352
H -5.132 -1.040 -1.793
H -2.688 -0.767 -1.491
H -3.169 0.685 2.323
H -5.644 0.489 2.183
C 0.572 -4.365 -1.522
C -0.722 -4.196 -1.056
C -1.136 -2.930 -0.681
N -0.353 -1.853 -0.753
C 0.894 -2.023 -1.208
C 1.396 -3.251 -1.597
H 0.929 -5.339 -1.827
H -1.411 -5.027 -0.993
H -2.145 -2.774 -0.316
H 1.509 -1.132 -1.254
H 2.412 -3.330 -1.957

Atom charges from the Löwdin analysis, given in e for atoms 1 to 4: number 1, Pt, carries 0.760; number 2, C, carries -0.108; number 3, C, carries -0.679; number 4, C, carries -0.075